1.
{
  "formula": "C33H61BrF3N6O7P2Si",
  "method": "ωB97M-V/def2-TZVPD",
  "elements": ["C", "O", "H", "H", "C", "H", "H", "Br", "C", "H", "H", "H", "H", "O", "C", "C", "H", "C", "C", "O", "H", "H", "O", "H", "H", "C", "C", "C", "F", "H", "H", "H", "H", "H", "H", "P", "H", "H", "C", "H", "Si", "H", "H", "C", "C", "H", "N", "H", "F", "H", "H", "C", "H", "H", "H", "C", "H", "H", "H", "H", "H", "H", "C", "H", "H", "H", "H", "N", "H", "O", "C", "H", "H", "C", "H", "O", "C", "N", "N", "H", "C", "C", "C", "H", "P", "H", "H", "H", "H", "C", "C", "C", "C", "C", "H", "H", "C", "C", "N", "H", "H", "H", "H", "H", "H", "C", "F", "C", "C", "N", "C", "H", "H", "O"],
  "coordinates": [[-1.86, -1.04, 0.10], [-6.01, -2.13, -3.46], [-4.81, -3.77, -3.22], [2.07, -0.45, -0.40], [5.15, 2.48, -3.92], [-10.58, -3.74, -3.14], [-6.84, -1.94, -5.38], [-0.66, -2.68, -5.65], [-10.20, -2.72, -3.06], [0.73, -1.24, 3.82], [6.41, 1.91, 8.93], [1.43, -1.14, -4.46], [-11.16, -2.37, -1.19], [-2.97, -1.03, -4.56], [3.35, 3.78, 7.63], [4.37, 0.65, 1.81], [7.20, 3.50, -4.35], [2.48, -0.82, 0.60], [1.94, 1.61, -5.04], [2.55, 1.76, 4.48], [2.43, 3.18, 7.56], [5.89, 1.68, 7.23], [-9.44, -3.32, -0.76], [4.53, 2.87, 6.25], [2.86, 5.05, 5.26], [4.18, 3.20, 8.78], [2.10, -1.75, -3.79], [6.41, 3.31, -3.54], [2.62, -3.23, -2.06], [7.62, 4.49, -1.95], [0.31, -3.37, 2.71], [2.47, -2.55, 1.99], [3.95, 4.03, 4.33], [-9.75, -1.36, -1.38], [0.81, 1.46, -5.07], [-1.27, -1.00, -4.22], [4.76, -1.29, 0.72], [1.57, 2.22, -1.14], [-0.68, -1.90, 0.57], [-6.48, -0.45, -4.50], [2.55, 1.15, -3.29], [5.43, 0.47, 2.23], [-6.45, -4.14, -3.79], [5.60, 3.66, -1.01], [-1.99, -0.75, -1.41], [3.95, 0.99, 5.80], [0.34, -2.41, -0.36], [2.51, 0.99, -5.82], [-2.77, -0.59, 1.10], [-5.25, -3.42, -4.91], [-8.24, -0.93, -2.86], [4.06, -0.37, 0.61], [1.39, 2.99, 5.69], [5.77, 0.35, 8.38], [4.14, -0.74, -3.70], [-3.23, 0.17, -1.83], [5.78, 4.10, 0.02], [2.27, 1.06, 6.44], [-7.64, -3.59, 0.17], [2.73, -0.14, 5.22], [3.64, 0.45, 2.66], [3.61, 3.34, 9.71], [6.66, 3.91, -2.14], [0.60, 0.72, -1.59], [-8.31, -3.36, -3.42], [-8.88, -0.70, -4.49], [-2.90, 0.72, -2.80], [-0.13, -0.98, 3.29], [1.58, 3.46, 4.02], [-3.46, 1.28, -0.89], [-8.30, -1.37, -3.86], [3.32, -0.85, -2.01], [2.15, 2.74, -5.18], [2.45, -2.39, 0.84], [4.29, 1.74, 1.45], [4.35, 1.79, 8.62], [1.16, 1.63, -2.04], [1.28, -3.14, 0.31], [-3.75, 2.40, -1.62], [1.49, -4.06, -0.10], [3.14, -0.68, -3.12], [-10.13, -2.37, -1.56], [4.34, 2.81, -1.38], [3.59, 2.64, -0.52], [-0.59, -2.28, 2.46], [-7.60, -3.79, -1.58], [-3.29, -1.95, -4.36], [0.37, 2.28, -2.55], [-1.91, -2.65, 2.88], [3.27, 4.03, 5.19], [2.89, 0.89, 5.55], [0.29, -2.18, -1.81], [1.43, -2.75, -2.76], [5.68, 1.43, 8.27], [5.13, 3.73, 8.89], [-10.93, -2.06, -3.54], [-0.93, -1.37, -2.41], [-6.87, -1.47, -4.39], [4.09, 3.77, 6.37], [2.76, -2.39, -4.48], [3.06, 4.81, 7.88], [4.98, 2.07, -4.97], [4.38, 0.13, -0.38], [1.96, -0.20, 1.42], [-7.71, -2.15, -0.85], [-5.62, -3.43, -3.88], [0.96, -3.99, -3.33], [-8.03, -3.19, -0.77], [2.12, 3.05, 4.88], [-8.95, -2.68, -3.83], [4.09, 2.22, -2.80], [3.41, -2.93, 0.47], [-4.19, -0.43, -1.98], [-4.51, 3.05, -0.98]],
  "e_lumo_ev": -5.24,
  "charge": 1,
  "fmax_ha_per_bohr": 0.099
}


2.
{
  "formula": "C33H61Cl3LiN6O5P2S2",
  "method": "ωB97M-V/def2-TZVPD",
  "elements": ["C", "H", "H", "C", "C", "N", "O", "P", "C", "H", "C", "H", "H", "H", "H", "C", "O", "H", "C", "C", "H", "H", "Cl", "H", "H", "C", "S", "H", "H", "P", "H", "C", "H", "C", "H", "H", "C", "C", "C", "C", "H", "H", "H", "S", "H", "H", "H", "H", "C", "H", "H", "H", "C", "H", "H", "C", "C", "H", "H", "H", "C", "C", "H", "H", "H", "H", "O", "H", "H", "C", "C", "H", "Cl", "H", "N", "C", "H", "H", "H", "C", "H", "H", "C", "Cl", "N", "C", "H", "N", "O", "H", "N", "H", "H", "H", "C", "H", "C", "H", "C", "H", "C", "O", "H", "H", "H", "N", "C", "C", "H", "H", "Li", "H", "H"],
  "coordinates": [[-3.93, 1.54, -0.09], [-1.40, 6.29, 2.69], [-7.66, -1.72, -4.86], [-4.23, 1.10, 2.53], [3.90, 0.06, 1.19], [0.67, 7.27, 1.63], [-5.39, -0.91, 0.05], [2.88, 0.95, -4.81], [5.59, -4.34, -3.15], [6.16, -2.10, -1.61], [-3.00, 1.41, 9.52], [0.72, 0.86, -6.11], [5.36, -4.40, 0.23], [-5.30, 0.99, 2.17], [0.21, 2.15, -4.17], [-5.19, -0.97, -3.83], [-5.45, -1.05, -6.22], [-1.83, 1.27, 11.34], [5.63, -2.55, -0.76], [0.32, 2.79, -1.99], [-4.10, -0.45, 4.07], [4.51, -6.65, -2.40], [-5.64, -4.95, -5.31], [0.28, 6.52, 1.08], [3.59, -0.93, -3.28], [7.08, -4.40, -3.51], [0.30, 3.59, 0.68], [7.72, -3.99, -2.72], [7.16, -6.51, -0.85], [-5.55, 0.69, -0.57], [5.01, -0.26, -4.24], [-1.83, 2.72, -0.90], [-3.46, 1.99, -2.27], [0.85, 2.22, -3.26], [-5.98, -1.03, 0.82], [3.63, -0.59, 0.31], [-6.87, -2.49, -4.91], [-5.70, 2.32, 6.38], [-5.50, -1.85, -5.03], [3.93, -0.54, -4.28], [-4.20, -0.51, -3.94], [-1.77, 2.40, 2.69], [-1.72, -0.25, 2.03], [-1.98, -2.46, 2.99], [1.54, -0.83, -6.05], [-3.24, 0.20, 11.32], [1.50, 7.73, 1.30], [-6.42, 1.93, 7.09], [3.08, 1.84, -1.99], [-1.47, 3.05, -2.91], [-4.75, -2.63, -5.12], [-5.20, -1.55, -2.90], [5.39, 0.61, 1.03], [5.49, 1.46, 1.76], [6.10, -0.24, 1.25], [6.45, -6.98, -1.53], [5.13, -6.21, -1.61], [-5.39, 3.32, 6.67], [-6.94, -3.11, -4.02], [4.12, 1.43, -2.03], [5.82, -4.06, -0.70], [2.96, 1.32, 1.37], [3.07, 1.65, 2.44], [3.87, -0.55, 2.14], [7.26, -3.80, -4.40], [6.89, -4.27, -0.63], [-2.13, 1.93, 8.77], [6.02, -2.09, 0.15], [0.67, -0.13, -4.61], [0.14, 7.70, 2.81], [-3.78, -0.35, 2.99], [-1.40, 7.34, 4.07], [-6.46, 2.40, 4.77], [1.88, 1.02, 1.17], [-1.04, 3.24, -2.00], [-3.12, 2.08, -1.20], [5.03, -4.91, -3.89], [3.02, 3.30, 1.00], [5.56, 0.99, -0.02], [2.55, 2.42, -0.73], [-7.57, 0.81, 0.60], [6.26, -7.99, -1.16], [-2.13, 2.32, 1.63], [-4.29, 1.27, 6.36], [-0.98, 7.04, 3.21], [1.16, 2.89, -0.77], [-6.12, -0.36, -6.14], [-6.92, 1.48, 0.17], [-4.25, 1.45, 9.44], [6.91, -7.09, -2.51], [3.35, 2.48, 0.48], [4.57, -2.29, -0.84], [-4.24, -1.15, 2.35], [-1.26, -2.73, 1.84], [2.25, 1.74, -3.22], [-1.81, -0.20, 10.34], [1.31, 0.13, -5.51], [-1.69, -0.23, 3.89], [-2.22, -0.60, 2.97], [3.75, -1.36, -5.04], [-2.44, 0.62, 10.71], [0.63, 8.62, 3.45], [4.57, -6.39, -0.68], [7.40, -5.41, -3.73], [5.25, -3.30, -3.29], [5.20, -4.76, -1.81], [-1.36, 2.81, 0.50], [-3.43, 1.67, 1.31], [-4.28, 1.84, 3.37], [-6.63, 2.17, 0.87], [1.97, -0.70, -2.38], [-7.09, -3.10, -5.78], [-5.91, -0.15, -3.74]],
  "e_lumo_ev": -1.30,
  "charge": -1,
  "fmax_ha_per_bohr": 0.072
}


3.
{
  "formula": "C33H61ClN8O11",
  "method": "ωB97M-V/def2-TZVPD",
  "elements": ["C", "H", "C", "H", "C", "N", "C", "N", "H", "C", "H", "O", "Cl", "C", "C", "H", "H", "C", "H", "O", "H", "C", "C", "C", "H", "H", "H", "H", "H", "H", "H", "H", "N", "C", "C", "C", "C", "H", "H", "H", "C", "H", "H", "H", "H", "C", "C", "C", "C", "C", "H", "H", "H", "O", "H", "H", "C", "C", "H", "N", "H", "C", "H", "H", "H", "O", "H", "N", "C", "C", "H", "H", "H", "H", "H", "H", "H", "H", "H", "H", "H", "H", "H", "H", "C", "C", "H", "H", "C", "O", "H", "N", "H", "C", "O", "H", "H", "H", "C", "O", "O", "H", "H", "O", "H", "C", "H", "O", "H", "C", "N", "H", "N", "O"],
  "coordinates": [[-3.23, -3.27, -7.82], [1.17, 0.56, 6.60], [5.04, 2.39, -2.23], [-0.38, 1.64, 8.33], [4.32, -4.13, -2.69], [5.24, -3.04, -2.87], [-2.19, -2.18, -5.82], [2.22, 5.26, 0.43], [0.16, 4.90, 0.47], [0.88, 1.32, 5.88], [-2.16, 2.98, -4.24], [-2.25, -5.64, -6.79], [-0.50, 4.22, -3.05], [3.73, 2.29, -4.23], [5.51, -2.15, -1.89], [0.14, 0.92, 5.20], [1.86, 4.32, 2.25], [-0.07, 3.53, 5.83], [-5.24, -5.37, 7.97], [2.03, 0.33, -0.77], [5.30, 1.99, -1.26], [-4.21, 1.27, 4.23], [-2.04, -4.60, -6.19], [-1.49, 1.50, -2.84], [-0.47, 4.36, 6.44], [1.25, 2.35, 8.44], [3.50, -4.05, -3.41], [-3.59, -5.84, 7.54], [3.23, 5.46, 2.26], [-0.21, -3.54, -0.64], [6.38, 4.03, -2.12], [-2.63, -3.65, -8.65], [-4.03, -3.83, 7.23], [-0.23, 1.17, -2.01], [-4.61, -2.90, 8.01], [-1.88, -2.46, -2.47], [-3.42, -3.41, -0.83], [-5.41, -3.31, 8.65], [-1.61, -1.48, -6.43], [-1.76, 0.88, -3.68], [-1.04, -4.16, -0.99], [-0.20, 1.66, -1.03], [-2.76, -1.87, -2.75], [-1.61, -2.43, -4.92], [4.24, 5.61, 0.31], [5.91, -2.88, -4.15], [-2.60, 0.83, 2.37], [5.63, 3.52, -2.73], [2.21, 0.72, -1.91], [4.34, 3.43, -4.72], [-4.12, -2.72, -1.29], [1.76, 1.62, 5.30], [5.67, -1.90, -4.57], [-2.81, 3.42, -2.30], [-3.13, -1.72, -5.52], [3.90, -4.12, -1.68], [4.08, 1.77, -3.01], [5.30, 4.04, -3.96], [1.41, 2.46, -2.79], [-2.47, -3.38, -6.59], [-3.81, -4.43, -0.94], [-2.53, -0.49, 4.38], [-3.33, -3.18, 0.23], [-2.99, -0.65, 5.37], [-1.48, -4.57, -5.24], [-2.59, 1.29, -1.90], [1.05, 4.13, -0.87], [-3.11, 0.51, 3.69], [-1.80, 3.00, -3.21], [-2.71, 2.50, -1.26], [0.74, 5.87, -0.91], [-2.58, -4.26, 5.78], [-0.27, 0.10, -1.80], [-1.39, -4.79, -0.18], [1.56, 6.07, 2.23], [5.59, -3.66, -4.84], [5.80, 4.94, -4.29], [4.10, 0.25, -1.75], [4.83, -5.08, -2.85], [-4.47, 0.92, 5.23], [-4.78, -5.52, 6.26], [-2.69, -0.05, 1.72], [4.08, 3.82, -5.70], [-5.08, 1.17, 3.58], [-2.96, -3.41, 6.34], [2.22, 5.28, 1.88], [-0.18, 3.40, 8.37], [-3.50, -2.24, -8.00], [0.97, 5.02, -0.26], [-2.68, 2.71, -0.09], [1.10, 0.94, -3.71], [-2.12, -3.31, -1.46], [-3.17, 1.65, 1.94], [3.34, 5.44, -0.31], [-0.03, 3.59, 4.61], [6.99, -2.93, -4.01], [2.97, 1.82, -4.83], [-2.15, -2.98, 6.93], [0.25, 2.47, 8.01], [3.38, 5.43, -1.52], [6.28, -1.21, -1.98], [-0.68, -4.79, -1.81], [-3.93, 2.32, 4.29], [-1.60, -1.18, 3.99], [-4.13, -3.88, -7.75], [-4.44, -5.22, 7.25], [-1.55, 1.10, 2.43], [-0.81, -2.33, -3.04], [4.95, -2.36, -0.96], [1.11, 1.41, -2.72], [3.49, 0.56, -2.50], [-3.33, -2.66, 5.66], [0.34, 2.48, 6.56], [-4.31, -1.72, 8.03]],
  "e_lumo_ev": 0.28,
  "charge": 0,
  "fmax_ha_per_bohr": 0.036,
  "smiles": "O=C(CC[C@H]1OC(=O)O[C@H]1Cl)Nc1ccccc1.CN(C)C=O.CN(C)C=O.CN(C)C=O.CN(C)C=O.CN(C)C=O.CN(C)C=O.CN(C)C=O"
}


- Among the records above, which one has the highest charge?
  C33H61BrF3N6O7P2Si


- Among the records above, which one has the lowest charge?
  C33H61Cl3LiN6O5P2S2